{
  "formula": "C36H35N3O7SSbSe4SiW",
  "method": "ωB97M-V with the def2-TZVPD basis set",
  "symbols": ["W", "C", "Si", "C", "C", "C", "C", "C", "C", "N", "C", "S", "H", "H", "H", "H", "H", "H", "H", "H", "H", "H", "H", "H", "O", "C", "O", "C", "C", "C", "C", "C", "C", "O", "N", "O", "O", "N", "O", "O", "H", "H", "Se", "Se", "Se", "Se", "C", "C", "C", "C", "C", "C", "C", "Sb", "C", "C", "C", "C", "C", "C", "C", "C", "C", "C", "C", "C", "C", "C", "H", "H", "H", "H", "H", "H", "H", "H", "H", "H", "H", "H", "H", "H", "H", "H", "H", "H", "H", "H", "H"],
  "xyz": [[-0.89, -1.44, -0.55], [-6.28, 0.50, 3.08], [-5.82, 0.98, 1.30], [-6.52, -0.25, 0.04], [-6.39, 2.73, 0.82], [-3.90, 1.16, 1.32], [-3.33, 2.27, 1.92], [-1.96, 2.52, 1.85], [-1.16, 1.59, 1.23], [-1.65, 0.45, 0.71], [-3.00, 0.27, 0.73], [-3.48, -1.18, -0.09], [-7.36, 0.45, 3.18], [-5.92, 1.22, 3.81], [-5.89, -0.48, 3.36], [-7.60, -0.16, 0.00], [-6.28, -1.28, 0.29], [-6.14, -0.06, -0.96], [-7.47, 2.76, 0.73], [-5.98, 3.04, -0.14], [-6.11, 3.48, 1.55], [-3.98, 2.97, 2.43], [-1.54, 3.41, 2.28], [-0.09, 1.75, 1.13], [1.75, -1.75, -3.70], [0.83, -1.23, -3.13], [0.57, -1.47, -1.83], [-0.06, -0.18, -3.74], [0.27, 0.36, -4.97], [-0.46, 1.43, -5.47], [-1.53, 1.96, -4.78], [-1.86, 1.44, -3.54], [-1.14, 0.36, -2.99], [-1.43, -0.13, -1.80], [-2.92, 2.05, -2.77], [-3.72, 2.72, -3.37], [-2.92, 1.87, -1.57], [-0.03, 2.05, -6.73], [-0.71, 2.96, -7.14], [0.98, 1.62, -7.23], [1.11, -0.04, -5.52], [-2.08, 2.80, -5.19], [-1.12, -2.38, 1.78], [-1.57, -4.65, 1.09], [-2.98, -4.37, -0.68], [-1.62, -3.22, -2.24], [0.91, 0.67, 3.73], [1.92, -0.42, 3.86], [2.52, -0.68, 5.08], [3.43, -1.71, 5.22], [3.72, -2.54, 4.15], [3.14, -2.29, 2.92], [2.27, -1.22, 2.76], [1.56, -0.73, 0.76], [2.55, -2.46, -0.17], [1.68, -3.51, -0.46], [2.12, -4.66, -1.10], [3.46, -4.76, -1.45], [4.32, -3.72, -1.15], [3.90, -2.56, -0.52], [4.86, -1.45, -0.22], [2.82, 1.03, 0.48], [3.73, 1.34, 1.47], [4.51, 2.48, 1.38], [4.35, 3.33, 0.29], [3.42, 3.03, -0.69], [2.64, 1.88, -0.61], [1.66, 1.57, -1.70], [0.71, 1.12, 4.70], [-0.03, 0.27, 3.34], [1.28, 1.46, 3.06], [2.28, -0.06, 5.92], [3.90, -1.88, 6.18], [4.39, -3.37, 4.26], [3.36, -2.94, 2.08], [0.61, -3.44, -0.19], [1.42, -5.45, -1.31], [3.81, -5.64, -1.96], [5.37, -3.81, -1.42], [5.88, -1.79, -0.35], [4.71, -1.10, 0.80], [4.68, -0.61, -0.89], [3.83, 0.69, 2.32], [5.22, 2.72, 2.15], [4.96, 4.22, 0.20], [3.30, 3.69, -1.53], [1.49, 2.43, -2.34], [0.68, 1.25, -1.29], [2.06, 0.77, -2.32]],
  "lowdin_charge": [1.05, -0.16, 0.59, -0.20, -0.16, -0.23, -0.05, -0.03, -0.15, -0.13, -0.73, 0.63, 0.03, 0.03, 0.03, 0.04, 0.01, 0.02, 0.03, 0.04, 0.02, 0.11, 0.12, 0.09, 0.17, -0.54, -0.42, -0.05, 0.11, -0.09, 0.12, -0.03, -0.20, -0.35, -0.32, 0.13, 0.09, -0.36, 0.11, 0.11, 0.15, 0.14, 0.17, 0.12, 0.05, 0.30, -0.06, -0.33, -0.03, -0.06, -0.06, -0.10, -0.32, 1.57, -0.30, -0.20, -0.06, -0.05, -0.03, -0.29, -0.04, -0.30, -0.13, -0.06, -0.05, -0.03, -0.30, -0.04, 0.09, 0.06, 0.07, 0.12, 0.11, 0.11, 0.10, -0.05, 0.11, 0.11, 0.12, 0.09, 0.06, 0.09, 0.09, 0.11, 0.11, 0.12, 0.10, 0.05, 0.09],
  "homo_lumo_gap_ev": 5.10,
  "energy_ha": -12684.18528,
  "max_force_ev_per_a": 2.8,
  "total_charge": 1,
  "homo_ev": -10.66,
  "e_above_lowest_ev": 2.189
}